{"formula": "C22H25FN2O", "method": "wB97M-V/def2-TZVPD", "symbols": ["O", "C", "N", "C", "C", "C", "C", "C", "C", "C", "C", "C", "C", "F", "C", "C", "C", "C", "C", "N", "C", "C", "C", "C", "C", "C", "H", "H", "H", "H", "H", "H", "H", "H", "H", "H", "H", "H", "H", "H", "H", "H", "H", "H", "H", "H", "H", "H", "H", "H", "H"], "positions_angstrom": [[2.958, 0.276, -1.605], [1.984, -0.208, -1.069], [1.438, 0.258, 0.088], [1.858, 1.326, 0.890], [2.901, 2.178, 0.538], [3.245, 3.216, 1.384], [2.569, 3.423, 2.571], [1.527, 2.574, 2.937], [0.805, 2.775, 4.204], [0.473, 1.692, 5.016], [-0.197, 1.881, 6.211], [-0.557, 3.153, 6.621], [-0.225, 4.221, 5.806], [-0.573, 5.468, 6.190], [0.450, 4.057, 4.613], [1.181, 1.530, 2.089], [1.279, -1.412, -1.694], [0.833, -1.025, -3.110], [0.242, -2.247, -3.823], [-0.856, -2.868, -3.105], [-2.111, -2.160, -3.214], [-2.715, -2.106, -4.630], [-4.069, -2.526, -4.043], [-3.354, -2.942, -2.750], [-0.466, -3.196, -1.751], [0.087, -2.005, -0.946], [0.643, -0.243, 0.456], [3.430, 2.020, -0.386], [4.057, 3.873, 1.108], [2.860, 4.227, 3.229], [0.764, 0.696, 4.717], [-0.441, 1.032, 6.832], [-1.082, 3.325, 7.547], [0.675, 4.918, 4.004], [0.359, 0.878, 2.356], [2.052, -2.186, -1.790], [0.086, -0.229, -3.052], [1.688, -0.643, -3.670], [1.024, -3.005, -3.938], [-0.108, -1.965, -4.817], [-2.087, -1.155, -2.761], [-2.289, -2.878, -5.267], [-2.678, -1.147, -5.141], [-4.601, -3.313, -4.573], [-4.740, -1.682, -3.895], [-3.157, -4.011, -2.720], [-3.811, -2.627, -1.814], [0.307, -3.969, -1.814], [-1.329, -3.620, -1.234], [0.378, -2.366, 0.044], [-0.707, -1.261, -0.837]], "nbo_charge": [-0.6147, 0.7005, -0.6288, 0.2419, -0.2610, -0.1822, -0.2259, -0.0334, -0.0129, -0.2258, -0.1814, -0.2899, 0.4104, -0.3253, -0.2800, -0.2557, -0.3160, -0.4122, -0.2149, -0.4500, -0.0256, -0.4142, -0.3966, -0.4155, -0.2066, -0.4408, 0.4013, 0.2573, 0.2162, 0.2156, 0.2159, 0.2173, 0.2302, 0.2330, 0.2043, 0.2241, 0.1968, 0.2368, 0.1923, 0.2073, 0.1620, 0.2125, 0.2041, 0.2060, 0.2008, 0.2117, 0.2021, 0.1933, 0.2059, 0.2117, 0.1981], "homo_ha": -0.3098, "fmax_ev_per_a": 0.5, "multiplicity": 1, "total_energy_ha": -1137.9534, "mol_weight_da": 352.453, "smiles": "O=C(Nc1cccc(-c2cccc(F)c2)c1)C1CCN(C2CCC2)CC1", "e_above_lowest_kj_mol": 0.00}

{"formula": "C21H23N5", "method": "wB97M-V/def2-TZVPD", "symbols": ["C", "C", "C", "C", "C", "N", "C", "C", "C", "C", "C", "C", "C", "N", "C", "C", "C", "C", "C", "N", "C", "C", "C", "C", "N", "N", "H", "H", "H", "H", "H", "H", "H", "H", "H", "H", "H", "H", "H", "H", "H", "H", "H", "H", "H", "H", "H", "H", "H"], "positions_angstrom": [[-2.502, -1.630, 3.124], [-1.571, -2.449, 2.264], [-1.214, -3.756, 2.664], [-0.362, -4.501, 1.857], [0.092, -3.945, 0.633], [-0.300, -2.756, 0.213], [-1.100, -1.999, 0.981], [-1.494, -0.609, 0.477], [-1.801, -0.679, -1.042], [-2.094, 0.717, -1.612], [-0.892, 1.648, -1.355], [-0.536, 1.757, 0.168], [0.739, 2.611, 0.254], [0.750, 4.001, 0.021], [1.965, 4.437, 0.184], [2.584, 5.789, 0.064], [3.950, 5.931, 0.242], [4.800, 4.771, 0.502], [4.208, 3.535, 0.630], [2.824, 3.381, 0.505], [2.044, 2.231, 0.563], [2.565, 0.906, 1.002], [2.659, -0.091, -0.170], [3.204, -1.389, 0.283], [3.669, -2.405, 0.561], [-0.462, 0.421, 0.788], [-3.541, -1.574, 2.728], [-2.099, -0.605, 3.174], [-2.554, -2.030, 4.139], [-1.652, -4.246, 3.559], [-0.028, -5.510, 2.101], [0.780, -4.507, 0.042], [-2.438, -0.296, 0.939], [-2.703, -1.296, -1.215], [-0.972, -1.123, -1.607], [-2.350, 0.682, -2.666], [-2.972, 1.112, -1.077], [-0.039, 1.254, -1.869], [-1.120, 2.631, -1.742], [-1.320, 2.314, 0.681], [1.930, 6.601, -0.198], [4.408, 6.916, 0.164], [5.871, 4.925, 0.642], [4.793, 2.659, 0.886], [1.898, 0.550, 1.795], [3.525, 1.047, 1.521], [1.708, -0.287, -0.701], [3.349, 0.321, -0.947], [-0.269, 0.464, 1.781]], "nbo_charge": [-0.6403, -0.0406, -0.1838, -0.2447, 0.0478, -0.4288, 0.2130, -0.0757, -0.3988, -0.3937, -0.3923, -0.0652, 0.1342, -0.4810, 0.3269, -0.2120, -0.2091, -0.2723, 0.0203, -0.3485, 0.1292, -0.4307, -0.5070, 0.2987, -0.3435, -0.6514, 0.2257, 0.2148, 0.2219, 0.2163, 0.2191, 0.1968, 0.1717, 0.2130, 0.2215, 0.2128, 0.1878, 0.1964, 0.2266, 0.1860, 0.2325, 0.2216, 0.2311, 0.2137, 0.2361, 0.2182, 0.2768, 0.2427, 0.3660], "homo_ha": -0.3022, "fmax_ev_per_a": 2.1, "multiplicity": 1, "total_energy_ha": -1087.7982, "mol_weight_da": 345.450, "smiles": "Cc1cccnc1[C@@H]1CCC[C@H](c2nc3ccccn3c2CCC#N)N1", "e_above_lowest_kj_mol": 79.14}

{"formula": "CHFLiO3Y", "method": "wB97M-V/def2-TZVPD", "symbols": ["Li", "O", "H", "O", "O", "C", "F", "Y"], "positions_angstrom": [[1.046, 2.234, -2.256], [-0.134, 0.710, -0.185], [-0.978, 1.204, 0.142], [-0.119, -0.878, 1.343], [-0.328, 1.116, -1.534], [0.169, -0.530, 0.238], [0.635, -1.241, -0.693], [-0.291, -2.615, 2.946]], "nbo_charge": [0.9908, -0.3179, 0.6569, -0.8276, -0.4613, 1.1944, -0.1372, 2.9019], "homo_ha": -0.9675, "fmax_ev_per_a": 5.3, "multiplicity": 1, "total_energy_ha": -408.0414, "mol_weight_da": 175.861, "total_charge": 4, "e_above_lowest_kj_mol": 0.00}

{"formula": "C25H17N5RuS2", "method": "wB97M-V/def2-TZVPD", "symbols": ["Ru", "C", "C", "C", "C", "C", "C", "N", "C", "C", "C", "C", "C", "N", "C", "C", "C", "C", "C", "C", "N", "H", "H", "H", "H", "H", "H", "H", "H", "H", "H", "H", "H", "H", "H", "H", "S", "C", "C", "C", "C", "N", "C", "C", "C", "S", "C", "N", "H", "H"], "positions_angstrom": [[0.422, 0.511, 0.425], [-1.648, 3.197, 1.111], [-1.789, 2.040, 2.047], [-2.762, 2.104, 3.044], [-2.898, 1.084, 3.956], [-2.012, 0.016, 3.896], [-1.066, -0.011, 2.901], [-0.980, 0.966, 1.945], [-0.024, -1.055, 2.838], [0.098, -2.151, 3.676], [1.164, -3.017, 3.479], [2.085, -2.781, 2.469], [1.909, -1.668, 1.663], [0.878, -0.846, 1.874], [2.783, -1.237, 0.554], [3.961, -1.882, 0.262], [4.779, -1.371, -0.738], [4.402, -0.208, -1.368], [3.200, 0.419, -1.040], [2.857, 1.707, -1.718], [2.375, -0.118, -0.120], [-2.115, 4.078, 1.545], [-2.152, 2.994, 0.164], [-0.605, 3.436, 0.914], [-3.399, 2.976, 3.089], [-3.657, 1.127, 4.725], [-2.055, -0.774, 4.630], [-0.616, -2.337, 4.463], [1.278, -3.882, 4.118], [2.913, -3.458, 2.319], [4.253, -2.763, 0.812], [5.708, -1.862, -0.993], [5.034, 0.245, -2.118], [3.754, 2.140, -2.155], [2.442, 2.433, -1.021], [2.144, 1.542, -2.528], [-0.255, 1.806, -1.327], [-1.178, 0.808, -2.321], [-1.762, 1.305, -3.514], [-2.502, 0.469, -4.301], [-3.095, 0.963, -5.510], [-3.569, 1.358, -6.478], [-2.690, -0.901, -3.925], [-2.133, -1.397, -2.775], [-1.368, -0.543, -1.958], [-0.660, -1.128, -0.525], [-3.467, -1.768, -4.762], [-4.079, -2.475, -5.427], [-1.621, 2.339, -3.798], [-2.283, -2.432, -2.500]], "nbo_charge": [0.5399, -0.6591, 0.2947, -0.2165, -0.0882, -0.1988, 0.1479, -0.4499, 0.2678, -0.2048, -0.1050, -0.1871, 0.1932, -0.4469, 0.1669, -0.1975, -0.0886, -0.2160, 0.2938, -0.6585, -0.4472, 0.2620, 0.2505, 0.2294, 0.2543, 0.2584, 0.2463, 0.2504, 0.2596, 0.2511, 0.2464, 0.2583, 0.2542, 0.2615, 0.2299, 0.2495, 0.3353, -0.2488, -0.1297, -0.1072, 0.2089, -0.1616, 0.0128, -0.1812, -0.2000, 0.3983, 0.2050, -0.1576, 0.2625, 0.2611], "homo_ha": [-0.5408, -0.5426], "fmax_ev_per_a": 0.1, "multiplicity": 1, "total_energy_ha": -2127.4328, "mol_weight_da": 552.650, "total_charge": 2, "e_above_lowest_kj_mol": 0.00}

{"formula": "C23H14F3IrNO5", "method": "wB97M-V/def2-TZVPD", "symbols": ["Ir", "O", "C", "C", "C", "N", "C", "C", "C", "O", "O", "C", "O", "O", "H", "H", "H", "C", "C", "C", "C", "C", "C", "C", "H", "H", "H", "H", "H", "H", "H", "F", "C", "F", "F", "C", "C", "C", "C", "C", "C", "C", "C", "H", "H", "H", "H"], "positions_angstrom": [[-0.579, 2.364, 0.080], [4.908, 0.208, -1.572], [3.686, 0.598, -1.176], [2.889, -0.157, -0.324], [1.641, 0.318, 0.048], [1.211, 1.511, -0.377], [1.964, 2.221, -1.238], [3.199, 1.813, -1.659], [1.325, 3.487, -1.743], [1.894, 4.174, -2.560], [0.163, 3.728, -1.209], [-0.062, 0.141, 2.026], [-0.127, -0.464, 3.074], [-0.565, 1.315, 1.820], [5.136, -0.641, -1.177], [3.217, -1.117, 0.055], [3.756, 2.428, -2.351], [-2.541, 1.754, 0.195], [-2.603, 3.162, -0.094], [-2.867, 3.671, -1.399], [-2.630, 4.980, -1.673], [-2.067, 5.826, -0.681], [-1.777, 5.354, 0.567], [-2.045, 4.001, 0.885], [-2.915, 1.056, -0.545], [-2.744, 1.486, 1.228], [-3.249, 2.993, -2.152], [-2.831, 5.377, -2.659], [-1.860, 6.860, -0.925], [-1.353, 6.006, 1.317], [-1.943, 3.636, 1.901], [0.650, -8.040, 0.539], [-0.463, -7.334, 0.817], [-0.863, -7.726, 2.040], [-1.406, -7.726, -0.052], [-0.207, -5.857, 0.763], [0.778, -5.322, 1.597], [1.046, -3.977, 1.577], [0.320, -3.115, 0.708], [-0.680, -3.679, -0.124], [-0.934, -5.032, -0.089], [0.612, -1.776, 0.671], [0.734, -0.497, 0.884], [1.326, -5.973, 2.266], [1.792, -3.551, 2.233], [-1.239, -3.032, -0.786], [-1.698, -5.455, -0.725]], "mulliken_spin": [-0.0036, 0.0011, 0.0120, -0.0123, 0.0103, -0.0044, 0.0033, -0.0059, 0.0015, 0.0010, 0.0001, 0.0496, -0.0005, 0.0171, -0.0004, -0.0067, -0.0002, -0.0015, 0.0003, 0.0001, 0.0001, -0.0002, 0.0002, -0.0002, 0.0001, 0.0005, 0.0000, 0.0000, 0.0000, 0.0000, 0.0001, 0.0060, -0.0081, 0.0062, 0.0011, 0.1942, -0.0886, 0.2071, -0.0482, 0.2039, -0.0759, 0.4984, 0.0266, -0.0023, 0.0102, 0.0086, -0.0009], "homo_ha": [-0.2875, -0.3165], "fmax_ev_per_a": 1.0, "multiplicity": 2, "total_energy_ha": -1719.7242, "mol_weight_da": 633.578, "e_above_lowest_kj_mol": 38.35}